A 2-piece molecular cluster, C4H6OS2 overall in a non-equilibrium geometry. Source: OMol25; level of theory: wB97M-V/def2-TZVPD.

CARTESIAN COORDINATES (ANGSTROEM)
C (0.386, -1.257, 0.114)
C (0.837, 0.133, -0.415)
C (-0.704, 1.789, 0.785)
C (-1.457, 1.482, -0.304)
H (1.597, -3.145, -0.511)
H (0.967, -1.628, 1.022)
H (-0.653, -1.272, 0.535)
H (1.728, -0.041, -0.953)
H (-0.954, 2.511, 1.603)
H (-2.580, 1.725, -0.213)
O (0.555, -2.429, -0.878)
S (1.013, 1.505, 0.770)
S (-0.735, 0.627, -1.554)

Summary:
charge	0
LUMO level	0.1	eV
spin multiplicity	1
HOMO level	-7.83	eV